This record from OMol25 describes a molecular structure, C37H55BrF6Ge2N9ORbSSbSe at a distorted geometry. The level of theory is wB97M-V/def2-TZVPD.

Element x y z (Å)
Rb  18.62009  5.53049  15.62702
C  23.88186  18.65802  17.67265
C  23.02404  17.45184  16.97311
N  23.04728  16.15792  17.28684
C  23.36896  15.45775  15.95092
C  22.41496  14.55307  15.30990
C  22.30872  13.19428  15.64889
C  20.74557  12.53325  15.28262
C  19.69962  13.61676  15.17948
C  20.05052  15.02070  14.79674
C  19.22599  16.15957  14.65523
N  12.39755  14.03665  19.04291
C  13.13356  14.68114  18.40969
C  26.07103  17.91555  18.57675
N  24.89781  18.37835  18.69732
N  21.44484  15.13230  14.60593
H  23.14534  19.15538  18.26430
H  24.06044  19.40093  16.80790
H  23.28404  17.65281  15.88906
H  22.03612  17.78324  16.88669
H  23.95454  16.18834  18.00313
H  24.52833  15.43172  16.14714
H  9.86820  18.66130  8.39951
H  23.15496  12.62895  16.15957
H  20.13482  11.75419  15.92716
H  18.78951  13.38066  15.70312
H  18.35465  16.18974  15.23702
H  18.92625  16.34038  13.55099
H  20.92837  18.14213  8.40308
H  23.79231  16.00762  15.28672
H  14.02760  15.09057  17.73377
H  21.67157  15.78568  13.96943
H  27.03426  18.37724  18.73332
H  24.31562  17.78567  19.41628
C  10.77359  7.69400  10.39959
C  10.51953  7.12374  8.97428
Ge  9.09828  8.25372  8.17696
C  8.34085  6.86108  6.94072
C  7.77333  7.19290  5.57140
C  7.61025  7.93748  9.63543
C  7.57142  8.87461  10.65103
Ge  12.48096  5.12319  16.33100
C  10.22146  17.86398  7.58614
C  9.89054  17.54982  5.99034
C  13.98325  4.85667  15.23241
C  15.38449  4.84127  15.91596
C  6.46854  8.78838  11.62312
C  6.69609  9.38307  12.83443
C  5.86341  9.32287  13.94448
C  4.59680  8.74553  13.74255
C  4.33804  8.13101  12.50486
C  5.34845  7.97663  11.53933
H  10.88226  8.74930  10.50619
H  11.62911  7.10257  10.78347
H  9.86528  7.41626  10.97274
H  9.98015  6.17522  8.98824
H  11.40591  6.99878  8.30806
H  7.65573  6.39964  7.75323
H  9.09704  6.10621  6.75382
H  8.39904  7.87242  5.03060
H  6.73926  7.51440  5.59121
H  7.86003  6.25329  4.94295
H  6.79836  7.11171  9.69946
H  11.27899  17.89671  8.01449
H  20.92743  12.09350  14.25485
H  9.13980  18.00880  5.34150
H  9.90805  16.35071  6.01742
H  10.95344  17.56467  5.72213
H  9.37797  16.76106  7.55130
H  13.62934  5.28668  14.34468
H  15.07920  5.50544  16.78593
H  16.04056  5.50550  15.32816
H  15.77496  3.81810  16.06574
H  7.67352  9.79755  13.08434
H  6.06099  9.60460  14.99581
H  3.74062  8.77012  14.41801
H  3.42190  7.54600  12.18248
H  5.37704  7.22422  10.74330
Br  21.90297  17.12909  8.27666
C  26.03516  15.77128  17.04829
C  26.80138  14.63834  16.84418
C  28.02474  14.38370  17.60290
C  28.24720  15.05985  18.80105
N  27.50703  16.19095  19.09742
C  26.54879  16.58436  18.27120
H  26.38021  13.97319  16.08605
H  28.70373  13.69055  17.03612
H  28.90546  14.80019  19.61100
H  25.39499  16.57271  16.07088
F  17.65405  7.32251  16.95046
Sb  18.60049  7.55026  18.68666
F  16.87324  7.92230  19.39690
F  18.19753  5.55620  18.69993
F  19.67709  7.34344  20.12252
F  20.12081  7.13262  17.49245
F  18.50972  9.43667  18.53668
C  20.91056  5.86262  4.41340
C  21.39994  4.95282  5.56677
C  21.60625  5.71692  6.84038
N  21.04656  6.85136  7.04196
N  21.08595  7.30687  8.33702
C  21.70516  6.41751  9.07737
N  21.89174  6.50207  10.43786
S  22.59791  5.10267  8.27892
H  19.88928  5.60772  4.13032
H  21.60016  5.79998  3.58280
H  20.91587  6.85130  4.80822
H  22.34480  4.41109  5.25455
H  20.68782  4.14189  5.85812
H  21.49087  7.32985  10.84940
H  22.28231  5.73054  11.02054
Se  24.04658  4.19209  14.23409
C  22.36239  4.65944  14.03035
N  21.21118  4.79002  13.99831
O  8.33447  9.82390  10.57127

Computed properties:
DFT total energy ... -337450.6766 eV
Relative energy (zero: lowest compared OMol25 entry of this formula, charge and spin) ... 0.0 kcal/mol
2S+1 ... 2
Net charge ... -2

---

This record from OMol25 describes a molecular structure, C2H7N3OP at a distorted geometry. The level of theory is wB97M-V/def2-TZVPD.

Element x y z (Å)
C  0.46409  1.18764  -0.03430
C  -1.82420  0.08828  0.22910
N  1.74694  0.77689  0.12165
N  -0.43906  0.06746  -0.30058
N  0.13822  -1.22961  0.10585
O  0.15330  2.35381  -0.10835
P  2.03258  -0.87419  -0.00927
H  -2.10336  1.19484  0.17012
H  -2.55329  -0.49374  -0.37038
H  -1.76645  -0.07022  1.31630
H  2.24653  1.66501  0.13874
H  -0.23824  -1.67369  1.08172
H  -0.06125  -1.94423  -0.54771
H  2.20422  -1.04824  -1.79288

Computed properties:
DFT total energy ... -17984.7828 eV
Relative energy (zero: lowest compared OMol25 entry of this formula, charge and spin) ... 48.6 kcal/mol
2S+1 ... 1
Net charge ... +1

---

This record from OMol25 describes 2 unconnected molecules or ions with the total composition C4H13NO at a distorted geometry. The level of theory is wB97M-V/def2-TZVPD.

Element x y z (Å)
C  -1.92079  -1.04888  -1.81984
C  -1.46062  0.39713  -1.93225
N  -0.33970  0.81182  -1.02840
C  0.03043  0.02084  0.11448
C  -0.78432  0.02234  1.42284
H  -2.70805  -1.38818  -2.47875
H  -1.08525  -1.74910  -2.00299
H  -2.00791  -1.24991  -0.75345
H  -2.38991  0.97423  -1.82487
H  -1.08642  0.65625  -2.92471
H  -0.60810  1.73840  -0.69108
H  0.17399  -1.04068  -0.13722
H  1.07847  0.19325  0.38314
H  -1.85190  -0.13212  1.26800
H  -0.74657  1.04810  1.82109
H  -0.39916  -0.63771  2.19416
O  3.91502  -0.00895  2.69016
H  4.72943  -0.26465  2.28253
H  3.20492  -0.52836  2.31042

Computed properties:
DFT total energy ... -7895.4248 eV
Relative energy (zero: lowest compared OMol25 entry of this formula, charge and spin) ... 28.5 kcal/mol
2S+1 ... 1

---

This record from OMol25 describes a single C5H8BrN molecule at a distorted geometry. The level of theory is wB97M-V/def2-TZVPD.

Element x y z (Å)
C  -0.88516  -0.39201  0.81334
C  -1.06105  -0.19650  2.08336
C  -1.08751  -0.43171  -0.54297
C  0.13745  0.19388  -1.35520
C  1.43456  -0.23079  -0.59493
N  1.40505  0.24228  0.72703
Br  1.36428  2.06098  0.97139
H  -0.12210  0.18074  2.60900
H  -1.94013  -0.42428  2.50295
H  -1.46260  -1.35059  -0.98205
H  -1.91811  0.35077  -0.68914
H  0.06648  -0.21439  -2.39692
H  0.13428  1.30323  -1.29716
H  1.65565  -1.24621  -0.51535
H  2.27892  0.15459  -1.33335

Computed properties:
DFT total energy ... -76841.7372 eV
Relative energy (zero: lowest compared OMol25 entry of this formula, charge and spin) ... 105.2 kcal/mol
2S+1 ... 1

---

This record from OMol25 describes 3 unconnected molecules or ions with the total composition C17H34N3O4S2 at a distorted geometry. The level of theory is wB97M-V/def2-TZVPD.

Element x y z (Å)
C  2.37875  -0.10643  0.28422
C  1.65036  1.18484  -0.00674
N  1.77467  2.11060  0.84789
C  0.85796  1.28947  -1.30241
C  -0.68218  1.36474  -1.12796
N  -1.19458  2.69775  -1.61516
C  -0.78647  3.67716  -1.01202
O  -0.44816  4.64906  -0.40856
C  -1.15384  1.06020  0.28698
C  -2.62087  0.62748  0.38415
C  -2.82859  0.27223  1.85982
C  -3.57010  1.78376  0.09307
N  -2.92270  -0.62164  -0.39819
O  -4.07499  -0.46084  -0.97396
C  -1.87918  -0.92053  -1.42875
C  -2.57516  -1.74293  -2.53477
C  -0.78382  -1.85823  -0.89247
C  -1.32596  0.32430  -2.10263
H  1.79422  -0.74545  0.94125
H  3.33978  0.11906  0.72461
H  2.56430  -0.64371  -0.63215
H  1.25819  2.93004  0.51527
H  1.11104  0.42966  -1.89443
H  1.26082  2.13146  -1.85449
H  -1.07105  1.90432  0.96338
H  -0.56994  0.27056  0.74549
H  -2.53109  1.08774  2.51039
H  -2.20533  -0.58972  2.08488
H  -3.85174  -0.03122  2.05820
H  -3.20515  2.62316  0.68370
H  -4.56701  1.58861  0.45221
H  -3.57086  2.10362  -0.94032
H  -1.79797  -2.25042  -3.10037
H  -3.20954  -2.51653  -2.12480
H  -3.09137  -1.11559  -3.24609
H  -0.03971  -1.34884  -0.29278
H  -0.25560  -2.25010  -1.75191
H  -1.25098  -2.68080  -0.36573
H  -0.64416  0.05752  -2.89952
H  -2.16472  0.80970  -2.59095
C  -2.19004  -1.72103  5.13643
S  -0.71162  -0.82514  4.64208
O  -0.16144  -1.51053  3.44305
C  0.29192  -1.32639  6.04630
H  -2.94414  -1.57683  4.36544
H  -1.96196  -2.78270  5.23301
H  -2.55536  -1.32253  6.08303
H  0.35760  -2.41389  6.08220
H  -0.15175  -0.94105  6.96434
H  1.28576  -0.90354  5.91683
C  5.35099  -1.49512  -3.16340
S  4.71614  0.03344  -2.46361
O  3.25020  0.02944  -2.69247
C  5.41604  1.11756  -3.71309
H  4.98915  -2.32039  -2.55373
H  4.99093  -1.60851  -4.18594
H  6.44059  -1.47764  -3.14323
H  5.04941  0.82754  -4.69762
H  6.50362  1.05579  -3.67826
H  5.10220  2.13505  -3.49001

Computed properties:
DFT total energy ... -52507.1027 eV
2S+1 ... 2

---

Question: What is the formula in the fourth record?
Answer: C5H8BrN